# 1
Below is C23H24Cl3InN3O10S2 as an isolated structure, with properties calculated with the ωB97M-V functional and the def2-TZVPD basis.

As for the HOMO-LUMO gap: 9.521 eV. The net charge is -1. The value obtained for the energy above the lowest of the compared OMol25 structures with the same formula, charge and spin is 0.0 kJ/mol. Its lowest unoccupied orbital energy is 2.191 eV.

Geometry (Å):
In 0.931 0.796 2.302
Cl 0.750 -3.956 0.816
C 2.130 -3.541 1.838
Cl 1.768 -3.982 3.525
Cl 3.548 -4.433 1.292
C 2.399 -1.977 1.829
O 3.551 -1.617 1.741
O 1.299 -1.329 1.918
C 1.883 -2.688 -2.972
C 2.739 -1.479 -2.715
C 2.172 -0.281 -2.287
C 2.964 0.821 -2.018
C 4.338 0.722 -2.168
C 4.925 -0.451 -2.612
C 4.121 -1.545 -2.889
S 5.359 2.114 -1.733
O 4.860 3.283 -2.398
O 6.733 1.732 -1.908
N 5.104 2.318 -0.112
C 5.511 1.161 0.705
C 4.967 1.232 2.125
C 3.459 1.093 2.211
O 2.925 0.954 3.342
O 2.770 1.135 1.141
H 0.828 -2.422 -3.012
H 2.014 -3.422 -2.172
H 2.161 -3.169 -3.910
H 1.097 -0.212 -2.160
H 2.518 1.753 -1.695
H 6.001 -0.490 -2.719
H 4.568 -2.469 -3.236
H 4.127 2.559 0.033
H 6.600 1.157 0.719
H 5.174 0.215 0.264
H 5.246 2.165 2.620
H 5.371 0.404 2.704
N 0.526 4.062 2.742
C 0.595 2.920 2.597
C -8.720 0.870 0.639
C -7.327 0.926 0.074
C -6.974 0.173 -1.041
C -5.674 0.195 -1.527
C -4.732 0.989 -0.899
C -5.064 1.760 0.205
C -6.360 1.724 0.685
S -3.041 0.950 -1.455
O -2.971 0.041 -2.563
O -2.561 2.291 -1.598
N -2.216 0.276 -0.199
C -2.668 -1.046 0.256
C -1.711 -1.578 1.318
C -1.851 -0.694 2.556
O -2.763 -0.873 3.337
O -1.042 0.339 2.633
H -9.349 0.187 0.070
H -9.181 1.859 0.632
H -8.693 0.527 1.675
H -7.718 -0.446 -1.526
H -5.371 -0.395 -2.382
H -4.310 2.380 0.676
H -6.629 2.312 1.554
H -2.073 0.946 0.554
H -2.682 -1.699 -0.617
H -3.679 -1.010 0.678
H -0.691 -1.538 0.943
H -1.983 -2.599 1.574

Charges in e, computed with Mulliken, in the same order as the atoms: 2.0924 -0.1274 0.7978 -0.1678 -0.1419 -0.1354 -0.5113 -0.7371 -1.5084 0.8040 -0.6329 -0.6496 -0.0416 -0.3428 -0.5088 1.3443 -0.7221 -0.7130 -0.3774 -0.2584 -1.0849 0.7804 -0.8846 -0.5003 0.3424 0.2432 0.4265 0.5256 0.4220 0.4948 0.3908 0.3253 0.4212 0.2397 0.4061 0.3673 -0.6815 0.0505 -1.4071 0.9725 -0.6530 -0.2891 -0.0864 -0.4906 -0.7619 1.3115 -0.7187 -0.7240 -0.0179 -0.8703 0.5365 0.3033 -0.6900 -0.7955 0.3428 0.3410 0.3207 0.2931 0.4955 0.4225 0.3769 0.2587 0.4432 0.3356 -0.5039 0.5077

# 2
Below is C23H24ClMnN3O3S3 as an isolated structure, with properties calculated with the ωB97M-V functional and the def2-TZVPD basis.

As for the HOMO-LUMO gap (alpha / beta): 6.980 / 8.130 eV. The net charge is +1. The value obtained for the energy above the lowest of the compared OMol25 structures with the same formula, charge and spin is 51.7 kJ/mol. Its lowest unoccupied orbital energy (alpha / beta) is -4.610 / -3.468 eV. Its spin multiplicity is 5.

Geometry (Å):
Mn -1.325 0.139 -0.263
C 1.830 1.147 3.588
C 0.414 0.614 3.738
S -0.308 -0.310 2.357
C 0.963 -1.552 2.004
C 2.120 -1.223 1.017
S 1.809 -0.003 -0.300
C 3.124 1.226 -0.079
C 3.441 1.720 1.331
S 2.031 2.374 2.265
H 2.536 0.335 3.419
H 2.106 1.627 4.526
H -0.294 1.425 3.919
H 0.367 -0.057 4.595
H 0.403 -2.411 1.647
H 1.382 -1.836 2.969
H 2.411 -2.145 0.521
H 2.988 -0.864 1.565
H 2.784 2.055 -0.705
H 4.033 0.829 -0.531
H 4.171 2.524 1.254
H 3.904 0.941 1.933
N -0.665 0.298 -2.551
C -0.513 1.679 -2.888
C -0.472 2.161 -4.164
C -0.324 3.545 -4.408
C -0.213 4.421 -3.370
C -0.282 3.951 -2.038
C -0.235 4.807 -0.912
C -0.374 4.287 0.340
C -0.573 2.908 0.479
N -0.589 2.082 -0.540
C -0.446 2.577 -1.804
H 0.224 -0.132 -2.312
H -1.068 -0.238 -3.306
H -0.542 1.470 -4.998
H -0.287 3.902 -5.430
H -0.085 5.483 -3.545
H -0.112 5.873 -1.062
H -0.356 4.912 1.222
H -0.720 2.474 1.455
O -5.337 0.610 -0.708
C -4.185 0.722 -0.542
N -2.998 0.893 -0.384
Cl -1.805 -8.200 0.477
C -1.652 -6.497 0.268
C -0.582 -5.996 -0.464
C -0.457 -4.629 -0.628
C -1.401 -3.774 -0.067
C -2.472 -4.287 0.663
C -2.598 -5.654 0.834
C -1.249 -2.324 -0.236
O -2.130 -1.515 0.267
O -0.272 -1.794 -0.815
H 0.139 -6.677 -0.899
H 0.367 -4.213 -1.196
H -3.201 -3.609 1.091
H -3.424 -6.071 1.397

Charges in e, computed with Mulliken, in the same order as the atoms: 0.3984 -0.6665 -0.9982 0.0937 -0.9731 -1.2075 0.3643 -0.8582 -0.8965 -0.0281 0.2714 0.5052 0.4632 0.5730 0.2890 0.7597 0.5830 0.5322 0.3484 0.5035 0.4730 0.4520 -0.1929 0.6517 -0.6160 -0.7337 -0.9570 0.8368 -0.6857 -0.8896 -0.6353 0.7203 -0.0656 0.2437 0.2951 0.4250 0.4068 0.4307 0.4481 0.4816 0.5732 -0.4880 0.6429 -0.6778 -0.1781 0.4575 -0.8053 -0.2087 0.2079 -0.2293 -0.8402 1.1569 -0.8190 -0.7419 0.4183 0.4684 0.4917 0.4253

# 3
Below is an isolated ion of composition C23H24F4N2O and charge +2 at a distorted geometry, with properties calculated with the ωB97M-V functional and the def2-TZVPD basis.

As for the HOMO-LUMO gap: 4.862 eV. The net charge is +2. The value obtained for the energy above the lowest of the compared OMol25 structures with the same formula, charge and spin is 387.0 kJ/mol. Its lowest unoccupied orbital energy is -7.967 eV.

Geometry (Å):
C 2.220 3.291 -3.366
C 0.681 3.024 -3.462
C -0.285 3.889 -4.137
C -1.723 3.538 -4.188
C -2.267 2.302 -3.571
C -3.782 1.949 -3.682
C -4.437 1.399 -2.346
C -4.691 3.119 -4.225
C -1.259 1.452 -2.894
O -1.719 0.255 -2.273
C -0.879 -0.852 -2.514
N -0.121 -1.125 -1.240
C 1.221 -1.465 -1.240
C 1.965 -1.757 -0.006
C 1.229 -1.681 1.260
C 1.802 -1.987 2.660
C 1.967 -0.848 3.605
C 2.464 -1.122 4.941
N 2.769 -2.419 5.322
C 3.238 -2.737 6.700
F 3.630 -1.597 7.367
F 4.217 -3.678 6.705
C 1.951 -3.275 7.503
F 0.793 -2.851 6.829
F 1.915 -4.655 7.473
C 2.659 -3.495 4.463
C 2.167 -3.349 3.085
C -0.210 -1.310 1.201
C -0.859 -1.043 -0.072
C 0.164 1.809 -2.822
H 2.680 2.651 -2.563
H 2.481 4.368 -3.227
H 2.658 2.939 -4.350
H 0.062 4.820 -4.643
H -2.412 4.230 -4.724
H -3.863 1.112 -4.441
H -5.547 1.488 -2.447
H -4.033 1.866 -1.411
H -4.213 0.290 -2.303
H -4.444 3.359 -5.301
H -5.746 2.712 -4.261
H -4.727 4.026 -3.571
H -0.214 -0.757 -3.409
H -1.564 -1.729 -2.721
H 1.688 -1.518 -2.257
H 3.043 -2.059 -0.021
H 1.726 0.209 3.353
H 2.601 -0.282 5.663
H 1.878 -2.852 8.536
H 2.923 -4.511 4.839
H 2.060 -4.200 2.377
H -0.796 -1.268 2.148
H -1.950 -0.798 -0.050
H 0.886 1.128 -2.294

Charges in e, computed with Mulliken, in the same order as the atoms: -1.2809 0.4762 -0.7796 -0.6856 -0.0445 1.0646 -0.9680 -1.6229 0.5185 -0.4019 -0.8894 0.2289 -0.0151 -0.6467 0.6037 0.4334 -0.6200 -0.1478 0.0958 0.4658 -0.2589 -0.2318 0.2327 -0.2550 -0.2216 -0.0772 -0.6495 -0.5746 -0.2079 -0.0776 0.2891 0.3691 0.2912 0.3802 0.2698 0.2039 0.3916 0.2764 0.1194 0.4043 0.4285 0.3568 0.5123 0.3160 0.4357 0.4720 0.4466 0.4441 0.3255 0.4189 0.4874 0.4539 0.4274 0.0172

# 4
Below is C23H24F4O4 in the gas phase at a distorted geometry, with properties calculated with the ωB97M-V functional and the def2-TZVPD basis.

As for the HOMO-LUMO gap: 9.817 eV. The net charge is 0. The value obtained for the energy above the lowest of the compared OMol25 structures with the same formula, charge and spin is 0.0 kJ/mol. Its SMILES is CCOC(=O)C(C(=O)OCC)(C(C)C)C(c1cc(F)cc(F)c1)c1cc(F)cc(F)c1. Its lowest unoccupied orbital energy is 0.585 eV.

Geometry (Å):
C 3.152 2.404 2.211
C 2.910 0.934 2.065
O 1.520 0.866 1.635
C 1.254 -0.360 1.198
C -0.111 -0.596 0.561
C -0.791 -1.848 1.250
C -0.856 -1.725 2.768
C -0.051 -3.154 0.962
C -0.924 0.705 0.784
O -0.606 1.804 0.357
O -2.052 0.524 1.477
C -3.020 1.626 1.532
C -2.802 2.426 2.789
O 2.111 -1.244 1.317
H 4.132 2.589 2.672
H 3.142 2.890 1.219
H 2.358 2.858 2.827
H 3.581 0.484 1.320
H 3.008 0.381 3.009
H -1.807 -1.922 0.826
H -1.386 -0.823 3.081
H -1.382 -2.605 3.169
H 0.161 -1.720 3.186
H -0.179 -3.500 -0.065
H 1.014 -3.000 1.183
H -0.460 -3.921 1.636
H -2.906 2.234 0.628
H -4.000 1.131 1.545
H -3.546 3.225 2.842
H -2.907 1.775 3.668
H -1.809 2.893 2.790
F -3.512 -0.491 -4.134
C -2.583 -1.241 -3.450
C -2.526 -2.611 -3.706
C -1.499 -3.299 -3.059
F -1.449 -4.679 -3.193
C -0.561 -2.665 -2.246
C -0.776 -1.327 -1.856
C 0.251 -0.736 -0.900
C 1.014 0.486 -1.458
C 2.401 0.515 -1.269
C 3.135 1.662 -1.593
F 4.480 1.708 -1.276
C 2.566 2.787 -2.190
C 1.228 2.640 -2.558
F 0.614 3.695 -3.199
C 0.482 1.490 -2.284
C -1.762 -0.594 -2.525
H -3.233 -3.111 -4.367
H 0.322 -3.223 -1.914
H 0.996 -1.562 -0.908
H 2.922 -0.364 -0.877
H 3.135 3.692 -2.387
H -0.495 1.426 -2.748
H -1.897 0.471 -2.347

Charges in e, computed with Mulliken, in the same order as the atoms: -1.1486 -0.2415 -0.2007 -0.6123 3.5574 0.1852 -1.4906 -1.3281 -0.7273 -0.5895 -0.2970 -0.2343 -1.1468 -0.5983 0.4086 0.2106 0.2917 0.3114 0.3746 0.5274 0.2247 0.4761 0.3287 0.1773 0.3088 0.4980 0.3147 0.3216 0.4254 0.2818 0.2799 -0.3275 0.0207 -0.8643 0.0944 -0.3204 -0.7805 -0.2262 -0.0231 0.5772 -0.8307 0.2247 -0.3769 -0.8808 0.1714 -0.3510 -0.4911 -0.5123 0.4874 0.7571 0.7465 0.5867 0.5181 0.3174 0.5942